{"formula": "C53H148N17O12P5", "method": "ωB97M-V with the def2-TZVPD basis set", "symbols": ["C", "N", "C", "P", "O", "N", "C", "C", "N", "C", "C", "H", "H", "H", "H", "H", "H", "H", "H", "H", "H", "H", "H", "H", "H", "H", "H", "H", "H", "C", "N", "C", "P", "O", "N", "C", "C", "N", "C", "C", "H", "H", "H", "H", "H", "H", "H", "H", "H", "H", "H", "H", "H", "H", "H", "H", "H", "H", "C", "N", "C", "P", "O", "N", "C", "C", "N", "C", "C", "H", "H", "H", "H", "H", "H", "H", "H", "H", "H", "H", "H", "H", "H", "H", "H", "H", "H", "C", "N", "C", "P", "O", "N", "C", "C", "N", "C", "C", "H", "H", "H", "H", "H", "H", "H", "H", "H", "H", "H", "H", "H", "H", "H", "H", "H", "H", "C", "N", "C", "P", "O", "N", "C", "C", "N", "C", "C", "H", "H", "H", "H", "H", "H", "H", "H", "H", "H", "H", "H", "H", "H", "H", "H", "H", "H", "C", "C", "C", "C", "C", "C", "C", "C", "C", "N", "O", "H", "H", "H", "H", "H", "H", "H", "H", "H", "H", "H", "H", "H", "H", "H", "H", "H", "H", "H", "C", "C", "C", "C", "C", "C", "C", "C", "C", "N", "O", "H", "H", "H", "H", "H", "H", "H", "H", "H", "H", "H", "H", "H", "H", "H", "H", "H", "H", "H", "C", "O", "H", "H", "H", "H", "C", "O", "H", "H", "H", "H", "C", "O", "H", "H", "H", "H", "C", "O", "H", "H", "H", "H", "C", "O", "H", "H", "H", "H"], "coordinates": [[-0.580, -3.222, -2.708], [0.127, -4.442, -2.358], [1.487, -4.448, -2.864], [-0.233, -5.391, -1.057], [0.201, -5.005, 0.311], [-1.869, -5.770, -1.133], [-2.406, -6.443, 0.130], [-2.968, -5.503, -2.161], [0.647, -6.875, -1.383], [0.007, -7.772, -2.320], [1.290, -7.613, -0.242], [0.022, -2.390, -2.335], [-1.593, -3.110, -2.284], [-0.733, -3.208, -3.792], [1.805, -5.474, -3.092], [2.206, -3.877, -2.264], [1.471, -3.880, -3.804], [-3.490, -6.506, -0.075], [-2.071, -7.500, 0.080], [-2.188, -5.929, 1.020], [-2.416, -5.172, -3.007], [-3.449, -6.452, -2.388], [-3.676, -4.808, -1.746], [0.758, -8.548, -2.665], [-0.865, -8.254, -1.861], [-0.315, -7.271, -3.227], [2.344, -7.300, -0.225], [1.293, -8.641, -0.455], [0.974, -7.444, 0.785], [3.649, 6.697, -4.079], [3.363, 6.480, -2.651], [4.552, 6.759, -1.840], [1.827, 6.905, -2.085], [0.791, 6.802, -3.142], [1.716, 5.989, -0.702], [0.642, 6.136, 0.286], [2.044, 4.575, -0.749], [1.622, 8.393, -1.449], [2.300, 8.785, -0.230], [0.937, 9.435, -2.205], [4.103, 7.641, -4.342], [2.795, 6.665, -4.728], [4.427, 5.942, -4.350], [5.389, 6.174, -2.286], [4.238, 6.485, -0.865], [4.862, 7.864, -1.754], [1.108, 5.945, 1.291], [0.235, 7.117, 0.236], [-0.199, 5.431, 0.226], [2.194, 4.092, 0.240], [1.239, 3.983, -1.243], [3.009, 4.426, -1.303], [1.650, 9.336, 0.492], [2.631, 7.873, 0.295], [3.123, 9.447, -0.537], [-0.005, 9.615, -1.736], [0.709, 9.022, -3.162], [1.574, 10.387, -2.232], [-3.590, 0.590, 8.696], [-4.155, 0.991, 7.431], [-5.245, 0.047, 7.022], [-3.987, 2.483, 6.895], [-4.881, 3.520, 7.377], [-2.375, 2.915, 7.091], [-1.301, 2.105, 6.541], [-2.174, 4.336, 7.176], [-4.411, 2.336, 5.289], [-3.864, 1.333, 4.396], [-5.189, 3.387, 4.629], [-4.000, 0.935, 9.645], [-2.571, 0.878, 8.659], [-3.510, -0.533, 8.835], [-5.702, -0.190, 7.964], [-4.793, -0.833, 6.638], [-5.814, 0.549, 6.300], [-1.618, 1.077, 6.360], [-0.930, 2.583, 5.630], [-0.487, 2.067, 7.239], [-3.055, 4.769, 7.669], [-1.335, 4.619, 7.839], [-2.056, 4.851, 6.202], [-4.720, 0.856, 3.826], [-3.169, 1.811, 3.669], [-3.288, 0.613, 4.950], [-5.564, 4.154, 5.304], [-6.052, 2.888, 4.173], [-4.618, 3.864, 3.810], [4.795, -4.971, 5.449], [5.108, -4.639, 4.091], [6.506, -4.431, 3.801], [3.986, -3.610, 3.403], [2.683, -3.822, 4.009], [4.353, -1.939, 3.626], [5.256, -1.130, 2.783], [3.805, -1.097, 4.636], [4.275, -3.798, 1.791], [4.646, -5.140, 1.332], [3.573, -2.932, 0.834], [4.982, -4.180, 6.167], [5.325, -5.912, 5.803], [3.722, -5.176, 5.542], [6.693, -4.298, 2.758], [7.112, -5.320, 4.076], [6.844, -3.608, 4.389], [6.042, -0.703, 3.396], [5.808, -1.716, 2.099], [4.738, -0.332, 2.287], [4.616, -0.745, 5.307], [3.256, -0.223, 4.310], [3.099, -1.643, 5.252], [4.557, -5.068, 0.237], [5.690, -5.395, 1.576], [3.948, -5.956, 1.597], [4.414, -2.587, 0.233], [3.044, -2.105, 1.308], [2.808, -3.373, 0.239], [6.100, 0.149, -4.083], [5.201, -0.671, -3.337], [5.796, -1.626, -2.459], [3.581, -0.475, -3.485], [3.005, -1.535, -2.648], [3.044, 1.085, -3.059], [3.157, 2.324, -3.840], [2.691, 1.285, -1.642], [3.284, -0.413, -5.079], [1.936, -0.092, -5.496], [3.918, -1.498, -5.850], [6.632, -0.364, -4.934], [6.805, 0.659, -3.447], [5.593, 1.035, -4.503], [6.497, -2.371, -2.879], [4.991, -2.249, -2.020], [6.364, -1.117, -1.619], [4.073, 2.889, -3.489], [3.070, 2.159, -4.924], [2.244, 2.918, -3.542], [2.023, 2.146, -1.495], [2.209, 0.398, -1.220], [3.540, 1.557, -0.979], [1.374, 0.287, -4.664], [1.972, 0.605, -6.362], [1.375, -1.059, -5.820], [3.872, -1.251, -6.906], [3.442, -2.468, -5.640], [4.947, -1.684, -5.577], [0.325, -0.473, 3.810], [0.163, -0.265, 2.323], [1.419, 0.339, 1.798], [-0.054, -1.741, 1.719], [-0.458, -1.558, 0.182], [-1.657, -0.668, 0.015], [-1.518, 0.710, 0.667], [-0.737, 1.610, -0.211], [-2.914, 1.274, 0.656], [-1.084, 0.505, 2.077], [-0.919, 1.818, 2.686], [0.531, 0.452, 4.314], [-0.555, -0.970, 4.247], [1.172, -1.094, 3.943], [2.243, 0.144, 2.472], [1.880, -0.016, 0.901], [1.357, 1.453, 1.771], [0.882, -2.291, 1.823], [-0.853, -2.305, 2.293], [0.346, -1.104, -0.363], [-0.632, -2.587, -0.210], [-2.582, -1.117, 0.431], [-1.942, -0.383, -1.021], [-0.477, 2.535, 0.296], [-1.401, 1.905, -1.008], [0.094, 1.075, -0.574], [-3.469, 0.994, 1.563], [-3.522, 0.988, -0.224], [-2.986, 2.362, 0.634], [-1.398, 1.688, 3.498], [-4.757, -1.708, -5.891], [-4.474, -0.548, -4.875], [-5.732, -0.535, -3.990], [-3.167, -0.748, -4.047], [-1.930, -0.863, -4.981], [-1.866, 0.566, -5.532], [-3.037, 0.908, -6.396], [-2.957, 2.413, -6.711], [-3.166, 0.155, -7.739], [-4.237, 0.736, -5.494], [-5.422, 1.086, -6.155], [-5.458, -1.425, -6.625], [-3.892, -2.028, -6.390], [-5.273, -2.490, -5.308], [-6.647, -0.754, -4.547], [-5.708, -1.296, -3.139], [-5.872, 0.414, -3.540], [-3.029, 0.121, -3.390], [-3.348, -1.669, -3.466], [-1.000, -1.199, -4.466], [-2.165, -1.590, -5.814], [-1.021, 0.695, -6.236], [-1.833, 1.352, -4.678], [-2.194, 2.792, -7.458], [-2.835, 3.064, -5.850], [-3.933, 2.741, -7.115], [-3.250, -0.931, -7.668], [-2.224, 0.298, -8.246], [-3.912, 0.550, -8.373], [-5.615, 1.958, -5.784], [-2.317, 5.163, -1.477], [-1.042, 4.770, -1.964], [-3.032, 5.142, -2.271], [-2.489, 4.501, -0.645], [-2.334, 6.164, -1.088], [-0.574, 5.487, -2.426], [-6.778, -3.183, 0.275], [-5.567, -2.556, -0.131], [-7.395, -3.506, -0.592], [-6.588, -4.091, 0.917], [-7.406, -2.502, 0.841], [-4.896, -2.751, 0.483], [-3.615, -1.766, 2.987], [-3.553, -2.821, 2.053], [-2.860, -1.002, 2.726], [-4.648, -1.354, 2.902], [-3.444, -2.262, 3.983], [-2.702, -3.298, 2.168], [1.326, 3.545, 4.097], [0.219, 4.432, 3.934], [1.161, 2.540, 3.711], [2.216, 4.020, 3.711], [1.540, 3.424, 5.208], [-0.312, 4.156, 3.167], [-0.284, -4.585, 3.676], [-1.340, -4.559, 2.670], [0.321, -3.682, 3.638], [-0.777, -4.693, 4.644], [0.452, -5.376, 3.521], [-0.856, -4.630, 1.815]], "smiles": "CN(C)P(=O)(N(C)C)N(C)C.CN(C)P(=O)(N(C)C)N(C)C.CN(C)P(=O)(N(C)C)N(C)C.CN(C)P(=O)(N(C)C)N(C)C.CN(C)P(=O)(N(C)C)N(C)C.CC1(C)CCCC(C)(C)N1O.CC1(C)CCCC(C)(C)N1O.CO.CO.CO.CO.CO", "gap_ha": 0.3119, "e_homo_ev": -8.1}

---

{"formula": "C53H34CdCl4IN7O", "method": "ωB97M-V with the def2-TZVPD basis set", "symbols": ["Cd", "Cl", "C", "C", "C", "C", "C", "C", "C", "C", "C", "C", "C", "C", "C", "C", "C", "C", "Cl", "C", "C", "C", "N", "C", "C", "C", "C", "C", "C", "Cl", "C", "C", "C", "C", "C", "C", "N", "C", "C", "C", "C", "C", "N", "C", "C", "C", "C", "Cl", "C", "C", "C", "C", "N", "H", "H", "H", "H", "H", "H", "H", "H", "H", "H", "H", "H", "H", "H", "H", "H", "H", "H", "H", "H", "H", "H", "H", "H", "N", "C", "O", "C", "I", "H", "H", "H", "H", "N", "C", "N", "C", "C", "C", "C", "C", "C", "H", "H", "H", "H", "H", "H"], "coordinates": [[0.121, -0.015, 0.185], [-5.030, 7.968, 0.373], [-4.077, 6.519, 0.334], [-4.669, 5.303, 0.632], [-3.901, 4.150, 0.599], [-2.546, 4.202, 0.280], [-1.973, 5.433, -0.018], [-2.733, 6.592, 0.005], [-1.754, 2.936, 0.266], [-0.938, 2.686, 1.389], [-0.810, 3.544, 2.548], [0.051, 2.932, 3.401], [0.453, 1.686, 2.781], [1.305, 0.723, 3.361], [1.842, 1.044, 4.717], [1.068, 0.807, 5.850], [1.551, 1.098, 7.116], [2.822, 1.633, 7.248], [3.433, 2.005, 8.829], [3.610, 1.875, 6.136], [3.117, 1.578, 4.874], [1.656, -0.536, 2.830], [1.303, -1.001, 1.612], [1.708, -2.289, 1.498], [1.471, -3.140, 0.396], [2.054, -4.512, 0.497], [1.262, -5.588, 0.886], [1.800, -6.860, 1.008], [3.144, -7.058, 0.734], [3.828, -8.645, 0.894], [3.948, -6.005, 0.333], [3.399, -4.737, 0.221], [0.728, -2.867, -0.773], [0.563, -3.761, -1.905], [-0.214, -3.114, -2.811], [-0.541, -1.822, -2.237], [0.048, -1.726, -1.027], [-1.360, -0.832, -2.817], [-1.738, 0.405, -2.255], [-2.555, 1.406, -2.910], [-2.676, 2.448, -2.049], [-1.924, 2.104, -0.860], [-1.386, 0.869, -1.025], [-1.862, -1.104, -4.196], [-3.146, -1.594, -4.407], [-3.613, -1.824, -5.693], [-2.788, -1.555, -6.773], [-3.371, -1.830, -8.385], [-1.505, -1.068, -6.583], [-1.047, -0.845, -5.294], [2.410, -2.660, 2.714], [2.381, -1.578, 3.533], [-0.160, 1.588, 1.571], [-5.720, 5.258, 0.886], [-4.356, 3.191, 0.819], [-0.921, 5.482, -0.271], [-2.288, 7.549, -0.231], [-1.322, 4.484, 2.679], [0.382, 3.280, 4.367], [0.077, 0.387, 5.729], [0.948, 0.910, 7.994], [4.601, 2.293, 6.256], [3.724, 1.763, 3.997], [0.213, -5.419, 1.094], [1.185, -7.694, 1.317], [4.995, -6.175, 0.117], [4.023, -3.906, -0.083], [0.993, -4.746, -2.001], [-0.536, -3.473, -3.776], [-2.969, 1.323, -3.902], [-3.207, 3.373, -2.206], [-3.781, -1.795, -3.553], [-4.611, -2.207, -5.857], [-0.876, -0.860, -7.438], [-0.049, -0.456, -5.130], [2.837, -3.628, 2.924], [2.785, -1.498, 4.530], [-3.030, -2.281, 3.166], [-2.465, -1.460, 2.246], [-1.476, -1.775, 1.611], [-3.159, -0.132, 2.048], [-4.600, -0.352, 0.480], [-2.617, -3.185, 3.319], [-3.857, -2.037, 3.678], [-2.442, 0.603, 1.700], [-3.690, 0.216, 2.928], [3.754, -0.279, -2.505], [3.127, -0.410, -1.304], [2.143, 0.427, -1.153], [2.099, 1.169, -2.324], [1.235, 2.193, -2.711], [1.419, 2.744, -3.963], [2.441, 2.306, -4.817], [3.308, 1.295, -4.449], [3.109, 0.728, -3.196], [4.525, -0.829, -2.837], [3.416, -1.149, -0.572], [0.448, 2.531, -2.050], [0.761, 3.536, -4.297], [2.556, 2.775, -5.786], [4.106, 0.965, -5.102]], "gap_ha": 0.2119, "e_homo_ev": -6.8}